Here is one molecule with the formula C5H14NO2P at a distorted geometry from the OMol25 dataset. Energies are from ωB97M-V/def2-TZVPD.

Last column: Mulliken charge in e.
Cartesian coordinates (Å):
C: -0.722 0.408 0.020  1.32
H: -1.979 -1.379 -0.920  0.36
H: -2.698 0.840 -0.591  0.37
H: -1.814 -0.798 1.413  0.37
H: 2.467 -2.077 -1.099  0.34
H: 0.549 1.945 -0.127  0.36
C: -1.763 1.429 -0.405  -1.68
O: 2.934 1.157 -1.073  -0.59
H: -2.055 2.298 0.350  0.31
C: -0.963 -0.114 1.453  -1.32
N: 0.575 0.910 -0.413  -0.29
H: -0.291 -1.710 -0.310  0.39
H: -0.083 -0.720 1.763  0.31
C: -0.916 -0.928 -0.824  -1.41
P: 2.005 0.198 -0.084  0.56
H: -1.410 1.795 -1.329  0.48
C: 2.662 -1.616 -0.141  -1.08
H: 2.339 -2.250 0.694  0.35
O: 2.492 0.654 1.395  -0.48
H: -0.553 -0.730 -1.903  0.35
H: -1.309 0.664 2.255  0.30
H: 3.075 -0.062 1.454  0.35
H: 3.395 0.488 -1.697  0.34

Calculated values
Total energy, eV: -20284.63537
E_HOMO, eV: -7.83
SMILES string: C=P(O)(O)NC(C)(C)C
Orbital gap, eV: 8.5
Energy relative to the best compared isomer or geometry (same formula, charge and spin), kcal per mole: 32.3
Multiplicity: 1

***

Here is a 2-piece molecular cluster, C5H14NO2S2 overall at a distorted geometry from the OMol25 dataset. Energies are from ωB97M-V/def2-TZVPD.

Last column: Mulliken charge in e.
Cartesian coordinates (Å):
H: -2.415 1.739 0.406  0.24
C: 2.604 2.666 -1.261  -0.80
H: 3.141 2.194 -2.064  0.36
S: -2.432 0.354 0.044  -0.07
O: -0.001 -0.752 0.471  0.02
H: 0.832 -1.349 -1.311  0.40
H: 0.090 -3.171 1.554  0.24
H: 0.480 1.707 1.503  0.21
N: -1.064 -0.120 1.002  -0.26
H: -2.823 -1.996 1.747  0.36
O: 1.531 1.872 -0.773  -0.31
H: -1.095 -2.730 0.044  0.18
H: 2.131 3.484 -1.775  0.26
H: -0.208 -0.047 -1.461  0.48
H: 2.523 0.223 -0.150  0.47
H: -1.522 -3.999 1.095  0.47
S: -0.545 1.059 2.216  -0.08
C: -1.010 -3.090 1.112  -0.58
C: 1.805 0.537 -0.819  -0.74
H: 2.301 0.199 -1.761  0.46
C: -1.801 -2.144 1.868  -0.21
H: 3.225 2.946 -0.448  0.31
C: 0.534 -0.418 -0.835  -0.68
H: -1.516 -1.767 2.807  0.28

Calculated values
Total energy, eV: -32654.16631
E_HOMO (spin up / spin down), eV: -12.93 / -12.93
Charge: +1
Orbital gap (spin up / spin down), eV: 7.7 / 7.7
Energy relative to the best compared isomer or geometry (same formula, charge and spin), kcal per mole: 115.3
Multiplicity: 1

***

Here is a 2-piece molecular cluster, C5H14NOP overall at a distorted geometry from the OMol25 dataset. Energies are from ωB97M-V/def2-TZVPD.

Last column: Mulliken charge in e.
Cartesian coordinates (Å):
C: -2.042 0.904 -0.023  -0.75
C: 1.680 -0.046 0.990  -0.25
P: -2.321 -0.804 0.365  0.36
H: 2.477 -1.494 -1.533  0.33
H: -3.721 -1.237 -1.503  0.43
H: -2.444 -2.452 -1.372  0.35
H: 2.603 -0.380 1.479  0.44
H: 1.728 1.825 -0.057  0.27
H: 2.839 1.982 1.531  0.29
H: 1.020 2.063 1.525  0.23
C: 1.686 -1.730 -0.769  -0.95
H: 1.956 -2.541 -0.145  0.39
C: -2.718 -1.459 -1.223  -1.13
H: 0.858 -2.114 -1.265  0.26
C: 1.887 1.559 1.021  -0.98
N: 1.243 -0.478 -0.269  -0.28
H: -0.901 0.999 0.105  0.02
H: -2.344 -0.854 -1.962  0.41
H: -2.431 1.299 -0.882  0.45
H: -2.368 1.615 0.708  0.39
H: 0.870 -0.218 1.713  0.26
O: -1.089 -1.432 0.949  -0.54

Calculated values
Total energy, eV: -18234.56989
E_HOMO (spin up / spin down), eV: -8.63 / -8.23
Orbital gap (spin up / spin down), eV: 7.8 / 8.7
Energy relative to the best compared isomer or geometry (same formula, charge and spin), kcal per mole: 90.8
Multiplicity: 1

***

Here is a 2-piece molecular cluster, C5H14NOS overall at a distorted geometry from the OMol25 dataset. Energies are from ωB97M-V/def2-TZVPD.

Last column: Mulliken charge in e.
Cartesian coordinates (Å):
N: 0.093 1.303 0.319  0.08
H: 1.561 0.072 1.250  0.32
H: 0.409 2.319 2.117  0.36
C: 0.178 2.552 1.072  -0.94
H: -1.317 0.273 1.634  0.25
H: 0.149 -1.262 -0.123  0.16
C: -1.149 0.584 0.560  -0.93
H: 2.421 -0.997 -2.074  0.26
S: 0.922 -2.813 -2.416  -0.68
H: 2.045 0.961 -0.262  0.43
H: -1.938 1.263 0.158  0.39
C: 1.366 -1.082 -1.895  -0.84
C: 1.297 0.424 0.257  -0.81
O: -3.014 -2.530 0.493  -0.68
H: -3.580 -1.739 0.516  0.31
H: -2.550 -2.406 -0.418  0.35
H: -1.141 -0.366 -0.010  0.25
C: 1.156 -1.029 -0.369  -0.45
H: 1.900 -1.608 0.213  0.33
H: 0.921 3.232 0.659  0.27
H: 1.084 -0.246 -2.592  0.29
H: -0.813 3.093 0.910  0.29

Calculated values
Total energy, eV: -19783.98683
E_HOMO, eV: -2.37
Charge: -1
Orbital gap, eV: 5.7
Energy relative to the best compared isomer or geometry (same formula, charge and spin), kcal per mole: 52.3
Multiplicity: 1

***

Here is one molecule with the formula C5H14NP at a distorted geometry from the OMol25 dataset. Energies are from ωB97M-V/def2-TZVPD.

Last column: Mulliken charge in e.
Cartesian coordinates (Å):
P: 1.038 1.105 -2.166  -0.14
H: 0.231 -1.707 -0.968  0.36
C: 0.361 -0.949 -0.235  -1.17
H: -2.371 -0.554 -0.803  0.33
H: -1.773 -2.206 0.603  0.42
C: 2.089 0.866 0.274  -0.95
N: 1.414 0.273 -0.733  0.02
H: 1.116 2.379 -1.502  0.02
H: 1.656 1.907 0.602  0.28
H: 2.147 0.174 1.109  0.34
H: 3.166 1.074 -0.180  0.32
C: -0.820 -0.326 0.544  1.10
H: 0.995 -1.354 0.522  0.38
H: -2.606 0.647 0.274  0.53
C: -1.526 -1.479 1.314  -1.68
H: -0.653 0.386 1.372  0.24
H: -2.492 -1.137 1.688  0.42
C: -1.895 0.264 -0.351  -1.52
H: -1.555 1.113 -1.021  0.29
H: -0.878 -1.821 2.160  0.38
H: 2.356 1.345 -2.501  0.01

Calculated values
Total energy, eV: -16188.51986
E_HOMO, eV: -8.31
SMILES string: CC(C)CN(C)P
Orbital gap, eV: 9.3
Energy relative to the best compared isomer or geometry (same formula, charge and spin), kcal per mole: 43.9
Multiplicity: 1

***

Here is a 2-piece molecular cluster, C5H14NS overall at a distorted geometry from the OMol25 dataset. Energies are from ωB97M-V/def2-TZVPD.

Last column: Mulliken charge in e.
Cartesian coordinates (Å):
H: -1.345 1.184 0.132  0.16
C: -1.534 1.499 -0.903  -0.95
H: 0.799 -2.202 1.838  0.42
H: -1.771 -0.993 3.002  0.24
N: -0.853 -1.658 0.558  -0.13
H: 0.329 2.420 -1.569  0.34
H: -0.460 1.412 -2.795  0.40
H: -0.182 -1.207 -0.144  -0.08
C: -0.257 1.517 -1.732  -0.38
H: 1.094 1.483 0.751  0.31
C: 1.790 0.986 0.080  -0.86
S: 0.942 0.194 -1.327  -0.14
H: 2.540 1.684 -0.284  0.34
H: 2.311 0.190 0.611  0.34
C: -0.153 -1.695 1.845  0.08
H: -0.205 -1.167 3.901  0.27
H: -1.064 -2.610 0.251  0.38
H: -2.202 0.720 -1.284  0.29
C: -0.725 -1.287 2.963  -0.75
H: -1.698 -1.092 0.586  0.36
H: -2.046 2.454 -0.838  0.36

Calculated values
Total energy, eV: -17730.12872
E_HOMO, eV: -12.86
Charge: +1
Orbital gap, eV: 9.8
Energy relative to the best compared isomer or geometry (same formula, charge and spin), kcal per mole: 26.5
Multiplicity: 1

***

Here is an isolated ion of composition C5H14NS and charge +1 at a distorted geometry from the OMol25 dataset. Energies are from ωB97M-V/def2-TZVPD.

Last column: Mulliken charge in e.
Cartesian coordinates (Å):
H: 3.043 -0.206 -0.500  0.37
C: -0.709 -0.401 1.245  -0.70
H: 0.139 -0.199 -1.156  0.32
H: 2.136 -1.392 -1.270  0.36
H: 0.958 -1.510 0.753  0.39
C: -3.327 -0.624 0.354  -0.84
H: 2.076 2.112 -0.677  0.38
C: 0.964 0.197 -0.553  0.34
C: 0.765 -0.411 0.829  -1.05
S: -1.669 -1.488 0.179  -0.09
H: -0.869 -0.766 2.278  0.41
C: 1.034 1.721 -0.694  -1.27
N: 2.248 -0.388 -1.130  -0.33
H: 1.461 0.029 1.550  0.40
H: -1.119 0.591 1.127  0.36
H: 0.633 2.205 -1.576  0.35
H: -3.610 -0.656 1.405  0.29
H: -3.929 -1.306 -0.243  0.36
H: 0.498 2.143 0.191  0.31
H: -3.234 0.363 -0.064  0.29
H: 2.511 -0.016 -2.046  0.36

Calculated values
Total energy, eV: -17730.74573
E_HOMO, eV: -11.97
Charge: +1
SMILES string: CSCC[C@@H](C)[NH3+]
Orbital gap, eV: 8.4
Energy relative to the best compared isomer or geometry (same formula, charge and spin), kcal per mole: 12.3
Multiplicity: 1

***

Here is a 2-piece molecular cluster, C5H14NS overall from the OMol25 dataset. Energies are from ωB97M-V/def2-TZVPD.

Last column: Mulliken charge in e.
Cartesian coordinates (Å):
C: 1.413 0.618 0.587  -0.27
H: -1.379 2.876 1.559  0.37
H: -0.891 1.242 2.140  0.34
S: 0.195 1.876 0.141  0.39
H: 0.852 -0.174 1.092  0.26
C: 2.142 0.136 -0.655  -1.17
N: -1.477 -2.358 -0.904  0.01
H: 1.454 -0.321 -1.369  0.29
H: -1.193 -0.550 0.029  -0.13
H: 2.105 1.044 1.321  0.44
H: 0.514 -2.824 -1.325  0.31
H: -2.761 -0.771 -0.980  0.33
H: 0.160 2.686 2.414  0.38
H: 2.930 -0.583 -0.442  0.38
H: 2.658 0.954 -1.158  0.40
C: -1.836 -1.185 -0.594  0.18
H: 0.118 -2.631 0.403  0.30
C: -0.548 2.197 1.739  -0.77
C: -0.214 -3.043 -0.546  -0.68
H: -0.429 -4.104 -0.507  0.32
H: -2.145 -2.860 -1.491  0.32

Calculated values
Total energy, eV: -17718.15546
<S²>: 0.753
E_HOMO (spin up / spin down), eV: -19.66 / -20.28
Charge: +2
Orbital gap (spin up / spin down), eV: 11.1 / 8.6
Energy relative to the best compared isomer or geometry (same formula, charge and spin), kcal per mole: 18.0
Multiplicity: 2

***

Here is a 3-piece molecular cluster, C5H14NS2 overall at a distorted geometry from the OMol25 dataset. Energies are from ωB97M-V/def2-TZVPD.

Last column: Mulliken charge in e.
Cartesian coordinates (Å):
H: -1.197 -0.324 2.992  0.32
H: -1.917 -1.771 -0.222  0.41
H: -1.229 -3.418 0.079  0.42
H: 2.274 2.385 0.395  0.21
H: 1.147 3.410 1.132  0.20
C: 0.948 0.470 -3.456  -0.38
H: -2.889 -0.685 2.764  0.29
S: 0.459 -1.695 0.054  0.37
H: 0.053 0.222 -2.872  0.08
C: -1.906 -0.769 2.304  -0.80
H: 1.544 1.819 -1.997  0.19
H: 1.036 0.058 -4.449  0.25
C: -1.162 -2.351 0.331  -0.66
C: 1.846 1.275 -2.896  -0.35
H: 2.654 3.908 0.991  0.24
H: 2.774 1.561 -3.383  0.25
C: -1.521 -2.154 1.830  -0.42
S: -0.030 0.260 -0.026  0.08
H: -0.689 -2.394 2.510  0.36
H: -2.238 -2.962 2.032  0.37
H: -1.919 -0.174 1.347  0.18
N: 1.963 3.329 0.539  -0.61

Calculated values
Total energy, eV: -28562.15526
E_HOMO, eV: -12.77
Charge: +1
Orbital gap, eV: 4.4
Energy relative to the best compared isomer or geometry (same formula, charge and spin), kcal per mole: 107.8
Multiplicity: 1

***

Here is a 2-piece molecular cluster, C5H14NS2 overall from the OMol25 dataset. Energies are from ωB97M-V/def2-TZVPD.

Last column: Mulliken charge in e.
Cartesian coordinates (Å):
C: -0.145 -1.521 1.757  -1.03
H: 0.248 -0.629 2.229  0.38
N: -0.616 -1.275 0.414  0.02
H: -0.799 1.184 1.474  0.46
C: -0.269 2.455 -0.157  -1.94
H: -0.962 -1.911 2.366  0.38
H: 0.068 3.237 0.520  0.34
C: -0.179 1.122 0.573  -0.27
H: -2.244 -2.359 -0.328  0.42
S: -1.192 -0.037 -1.785  -0.11
H: 0.646 -2.272 1.724  0.38
H: -1.291 2.697 -0.443  0.53
H: 4.072 1.046 -0.984  0.15
H: 2.986 0.905 -2.565  0.17
H: -0.932 1.257 -1.977  0.19
S: 2.780 1.020 -1.261  -0.29
C: -0.608 -0.104 -0.172  0.78
C: -1.155 -2.433 -0.263  -1.24
H: 0.389 2.485 -1.021  0.44
H: -0.898 -3.336 0.285  0.34
H: 0.858 0.981 0.892  0.44
H: -0.759 -2.512 -1.277  0.46

Calculated values
Total energy, eV: -28566.11823
E_HOMO, eV: -13.02
Charge: +1
Orbital gap, eV: 9.2
Energy relative to the best compared isomer or geometry (same formula, charge and spin), kcal per mole: 16.5
Multiplicity: 1

***

Here is a 2-piece molecular cluster, C5H14O overall at a distorted geometry from the OMol25 dataset. Energies are from ωB97M-V/def2-TZVPD.

Last column: Mulliken charge in e.
Cartesian coordinates (Å):
C: -2.323 0.994 0.501  -0.74
O: 1.771 1.095 -0.082  -0.60
C: 1.270 -0.569 1.505  -1.21
H: 1.754 -1.500 1.778  0.33
H: 0.262 -0.588 1.921  0.24
H: -2.277 1.241 -1.636  0.24
H: 2.102 -0.780 -1.861  0.40
H: 0.287 -0.292 -0.393  -0.61
H: -1.818 0.369 1.232  0.11
H: -3.382 -0.103 -1.112  0.34
C: 1.286 -0.250 0.020  1.62
C: 2.134 -1.169 -0.840  -1.48
H: 1.694 -2.160 -0.942  0.36
H: -1.894 1.994 0.441  0.29
C: -2.470 0.456 -0.923  -0.81
H: 3.149 -1.286 -0.466  0.33
H: -1.717 -0.312 -1.138  0.19
H: 1.699 1.397 -0.991  0.31
H: 1.763 0.233 2.058  0.33
H: -3.291 1.230 0.927  0.35

Calculated values
Total energy, eV: -7459.02896
E_HOMO, eV: -10.17
SMILES string: CC(C)O.CC
Orbital gap, eV: 11.1
Energy relative to the best compared isomer or geometry (same formula, charge and spin), kcal per mole: 17.4
Multiplicity: 1

***

Here is a 2-piece molecular cluster, C5H14O overall at a distorted geometry from the OMol25 dataset. Energies are from ωB97M-V/def2-TZVPD.

Last column: Mulliken charge in e.
Cartesian coordinates (Å):
H: -3.881 1.588 -0.182  0.30
C: 1.401 -0.379 -0.363  0.48
H: -4.494 -0.046 -0.293  0.28
H: -2.593 -1.127 0.772  0.30
C: -2.443 -0.176 0.179  -0.67
H: 1.938 0.335 1.562  0.29
H: 1.310 -1.487 1.416  0.40
C: 2.894 -0.516 -0.721  -1.05
O: 1.076 0.997 -0.493  -0.55
C: -3.809 0.584 0.273  -0.88
H: 0.763 -1.082 -1.083  0.26
H: 2.991 -1.323 -1.530  0.30
H: 1.114 1.326 -1.400  0.30
H: 0.057 -0.162 1.388  0.19
H: 3.598 -0.801 0.040  0.30
H: -4.058 0.683 1.373  0.23
H: -1.688 0.346 0.800  0.12
H: -2.017 -0.576 -0.787  0.30
C: 1.137 -0.534 1.144  -1.16
H: 3.269 0.472 -1.204  0.23

Calculated values
Total energy, eV: -7457.72879
E_HOMO, eV: -10.26
SMILES string: CC(C)O.CC
Orbital gap, eV: 11.2
Energy relative to the best compared isomer or geometry (same formula, charge and spin), kcal per mole: 47.4
Multiplicity: 1

***

Question: Which formula does entry 10 have?
Answer: C5H14NS2